No. 1
Here is a structure of composition C3H3MgO2Tl in a non-equilibrium geometry from OMol25. Energies are from ωB97M-V with the def2-TZVPD basis set.

Geometry as XYZ:
```
10
Properties=species:S:1:pos:R:3
H -2.385 0.309 -0.670
O 1.116 0.426 0.733
C 0.086 -0.395 0.808
C -0.583 -0.962 -0.226
C -1.272 0.400 -0.654
O -0.753 1.433 -1.053
Tl 0.885 2.160 -0.566
Mg 2.994 0.039 1.246
H -0.274 -1.844 -0.781
H 0.185 -1.565 1.163
```

HOMO energy (alpha / beta) = -11.4853 / -12.7105 eV
ΔE to the lowest compared entry with this formula, charge and spin = 146.5 kcal/mol
charge = +1
multiplicity = 2
E_LUMO (alpha / beta) = -0.18621 / -0.20609 Eh
max |F| = 10.85 eV/Å
orbital gap (alpha / beta) = 6.42 / 7.10 eV

Results of the Mulliken charge analysis, in e, for atoms 1 through 6: 0.387 -0.496 0.326 -0.443 0.163 -0.408



No. 2
Here is a cluster of 13 separate species, H26O13 in total in a non-equilibrium geometry from OMol25. Energies are from ωB97M-V with the def2-TZVPD basis set.

Geometry as XYZ:
```
39
Properties=species:S:1:pos:R:3
H 1.374 0.428 0.627
H 0.640 0.441 -0.705
H 2.866 2.161 -1.983
H 1.921 1.364 -1.099
H 5.079 -0.176 -2.184
H 5.613 0.820 -1.168
H -2.810 -2.344 -0.297
H -4.184 -1.907 0.185
H 1.830 2.821 1.887
H 2.367 1.884 0.817
H 2.254 -3.608 3.218
H 1.234 -3.812 2.109
H -3.728 2.213 2.170
H -3.021 1.197 1.288
H -1.729 -0.949 -1.908
H -0.612 -0.064 -2.439
H -1.941 2.695 3.290
H -0.972 1.922 2.411
H -1.704 4.770 -1.574
H -2.250 3.368 -1.356
H 1.407 -0.377 2.382
H 2.149 -1.657 2.037
H -2.799 -2.699 -2.566
H -1.286 -2.571 -2.633
H -0.437 -2.269 0.070
H -0.513 -3.504 -0.812
O 0.892 -0.144 0.019
O 2.683 1.264 -1.681
O 5.033 0.754 -1.935
O -3.352 -2.280 0.498
O 1.955 2.748 0.934
O 2.047 -3.336 2.317
O -3.888 1.584 1.458
O -1.434 -0.493 -2.704
O -1.674 2.581 2.371
O -2.212 4.076 -2.009
O 1.662 -1.230 2.750
O -2.016 -3.125 -2.932
O -0.444 -2.544 -0.854
```

HOMO energy = -10.8637 eV
ΔE to the lowest compared entry with this formula, charge and spin = 110.5 kcal/mol
E_LUMO = -0.02010 Eh
max |F| = 2.88 eV/Å
orbital gap = 10.32 eV

Results of the Mulliken charge analysis, in e, for atoms 1 through 6: 0.065 0.310 0.279 0.151 0.298 0.286



No. 3
Here is a cluster of 2 separate species, C3H8N3O in total from OMol25. Energies are from ωB97M-V with the def2-TZVPD basis set.

Geometry as XYZ:
```
15
Properties=species:S:1:pos:R:3
C 1.187 -1.196 -0.101
C 2.593 0.268 -0.649
C 1.162 0.318 -0.156
N 2.451 -1.187 -0.570
N 0.175 1.074 0.008
N -2.634 -0.356 0.618
O 0.370 -2.030 0.188
H 2.745 0.654 -1.661
H 3.344 0.687 0.024
H 3.095 -1.927 -0.796
H 0.325 2.070 -0.156
H -1.714 0.101 0.367
H -2.413 -1.111 1.281
H -3.058 -0.766 -0.223
H -3.261 0.331 1.047
```

HOMO energy = -13.6155 eV
ΔE to the lowest compared entry with this formula, charge and spin = 19.9 kcal/mol
charge = +1
E_LUMO = -0.12860 Eh
max |F| = 0.97 eV/Å
orbital gap = 10.12 eV

Results of the Mulliken charge analysis, in e, for atoms 1 through 6: 0.285 -0.369 0.506 -0.066 -0.706 -0.410



No. 4
Here is the molecule C3H4 in a non-equilibrium geometry from OMol25. Energies are from ωB97M-V with the def2-TZVPD basis set.

Geometry as XYZ:
```
7
Properties=species:S:1:pos:R:3
C -1.715 -0.042 0.018
C -0.488 -0.087 0.083
C 1.000 -0.029 -0.009
H -2.816 0.060 -0.105
H 1.462 -0.922 -0.483
H 1.372 0.065 0.993
H 1.185 0.954 -0.496
```

HOMO energy = -9.8648 eV
ΔE to the lowest compared entry with this formula, charge and spin = 4.8 kcal/mol
SMILES = C#CC
E_LUMO = 0.04035 Eh
max |F| = 2.41 eV/Å
orbital gap = 10.96 eV

Results of the Mulliken charge analysis, in e, for atoms 1 through 6: -0.111 -0.082 -0.921 0.336 0.269 0.276



No. 5
Here is a cluster of 2 separate species, C2H4O2 in total in a non-equilibrium geometry from OMol25. Energies are from ωB97M-V with the def2-TZVPD basis set.

Geometry as XYZ:
```
8
Properties=species:S:1:pos:R:3
C -0.940 0.994 1.477
O -0.887 0.487 0.345
H -0.100 0.803 2.186
H -1.763 1.655 1.838
C 0.917 -1.005 -1.480
O 1.646 -1.229 -0.526
H 1.076 -1.384 -2.518
H 0.050 -0.320 -1.322
```

HOMO energy = -9.7238 eV
ΔE to the lowest compared entry with this formula, charge and spin = 58.4 kcal/mol
SMILES = C=O.C=O
E_LUMO = 0.01674 Eh
max |F| = 3.55 eV/Å
orbital gap = 10.18 eV

Results of the Mulliken charge analysis, in e, for atoms 1 through 6: -0.108 -0.407 0.232 0.250 0.026 -0.418



No. 6
Here is a cluster of 13 separate species, C49H108F21N6O30S7 in total in a non-equilibrium geometry from OMol25. Energies are from ωB97M-V with the def2-TZVPD basis set.

Geometry as XYZ:
```
221
Properties=species:S:1:pos:R:3
C -11.544 -14.418 2.232
O -12.011 -15.475 1.418
C -12.578 -14.966 0.188
C -11.625 -14.139 -0.761
N -10.301 -14.794 -0.976
H -10.069 -14.281 -1.814
H -9.544 -14.460 -0.397
C -10.238 -16.337 -1.150
C -8.845 -16.925 -1.394
O -8.107 -16.823 -0.168
C -6.737 -16.470 -0.331
H -10.627 -13.940 1.888
H -11.416 -14.847 3.225
H -12.305 -13.675 2.475
H -13.514 -14.461 0.428
H -12.925 -15.909 -0.234
H -11.358 -13.191 -0.295
H -12.051 -14.029 -1.758
H -10.895 -16.407 -2.017
H -10.684 -16.755 -0.248
H -8.351 -16.505 -2.271
H -8.916 -17.958 -1.733
H -6.173 -17.288 -0.780
H -6.376 -16.072 0.617
H -6.637 -15.669 -1.063
C -11.523 -9.013 4.079
O -11.834 -8.238 2.912
C -10.981 -7.163 2.551
C -11.062 -6.886 1.047
N -10.666 -8.074 0.113
H -10.120 -8.654 0.735
H -11.499 -8.619 -0.057
C -9.833 -7.727 -1.137
C -9.402 -9.052 -1.900
O -10.558 -9.808 -2.162
C -11.172 -9.528 -3.362
H -11.517 -8.581 5.079
H -10.568 -9.506 3.896
H -12.233 -9.840 4.088
H -9.953 -7.410 2.814
H -11.355 -6.305 3.110
H -10.415 -6.034 0.841
H -12.043 -6.513 0.752
H -8.913 -7.253 -0.793
H -10.434 -7.130 -1.823
H -8.854 -9.739 -1.255
H -8.720 -8.774 -2.704
H -11.360 -8.456 -3.422
H -12.173 -9.954 -3.431
H -10.641 -9.882 -4.246
C -20.234 -8.331 5.834
O -18.862 -8.720 5.706
C -18.038 -8.067 4.866
C -16.523 -8.245 5.035
N -16.183 -7.722 6.395
H -15.208 -7.464 6.447
H -16.543 -6.780 6.452
C -16.500 -8.441 7.735
C -16.247 -9.927 7.681
O -14.959 -10.414 7.314
C -14.777 -11.838 7.349
H -20.775 -8.609 4.930
H -20.469 -7.270 5.919
H -20.703 -8.855 6.668
H -18.263 -7.002 4.796
H -18.353 -8.337 3.858
H -15.878 -7.644 4.394
H -16.192 -9.283 5.077
H -17.571 -8.331 7.905
H -16.010 -7.964 8.584
H -16.945 -10.370 6.971
H -16.585 -10.345 8.629
H -13.722 -12.043 7.168
H -15.506 -12.424 6.789
H -14.998 -12.226 8.343
C -11.303 -4.127 15.194
C -9.938 -4.713 15.010
N -9.686 -6.166 15.647
C -8.253 -6.615 15.183
C -9.475 -5.859 17.184
C -8.780 -6.960 18.067
C -10.861 -7.100 15.281
C -11.109 -7.322 13.808
O -10.111 -8.037 13.138
C -10.299 -8.025 11.735
H -12.132 -4.677 14.748
H -11.323 -3.144 14.723
H -11.537 -3.957 16.245
H -9.181 -4.016 15.369
H -9.687 -4.733 13.950
H -8.341 -6.817 14.116
H -8.022 -7.558 15.679
H -7.522 -5.838 15.407
H -10.464 -5.600 17.562
H -8.853 -4.965 17.227
H -7.715 -6.855 17.862
H -9.126 -7.966 17.830
H -8.992 -6.725 19.110
H -11.687 -6.798 15.924
H -10.452 -8.070 15.561
H -11.313 -6.390 13.280
H -12.003 -7.928 13.657
H -11.343 -7.899 11.447
H -9.944 -9.001 11.406
H -9.749 -7.246 11.208
C -5.326 -3.480 7.948
C -4.250 -4.515 7.661
N -4.738 -5.597 6.587
C -3.498 -6.461 6.223
C -5.700 -6.551 7.389
C -6.368 -7.676 6.489
C -5.543 -4.950 5.429
C -4.856 -3.800 4.714
O -3.471 -3.684 4.972
C -2.824 -2.772 4.064
H -5.008 -2.640 8.566
H -6.041 -3.881 8.666
H -5.709 -3.016 7.039
H -3.818 -4.929 8.572
H -3.409 -3.989 7.209
H -3.885 -7.153 5.476
H -3.183 -6.917 7.162
H -2.756 -5.805 5.768
H -6.458 -6.000 7.945
H -5.150 -7.142 8.122
H -5.645 -8.285 5.947
H -7.075 -7.371 5.717
H -6.791 -8.378 7.207
H -6.500 -4.710 5.892
H -5.700 -5.757 4.714
H -5.215 -2.830 5.057
H -5.103 -3.769 3.653
H -1.765 -2.551 4.198
H -3.409 -1.895 3.786
H -2.828 -3.343 3.136
C -4.361 -13.110 -8.345
C -3.480 -11.968 -7.723
N -4.237 -10.635 -7.540
C -4.505 -10.077 -8.902
C -5.514 -10.713 -6.718
C -5.260 -11.501 -5.334
C -3.336 -9.548 -6.847
C -2.027 -9.169 -7.710
O -1.096 -10.191 -7.836
C -0.030 -10.058 -6.860
H -3.672 -13.953 -8.391
H -4.630 -12.945 -9.389
H -5.189 -13.205 -7.643
H -2.512 -11.857 -8.211
H -3.187 -12.145 -6.688
H -3.633 -10.351 -9.496
H -4.669 -9.001 -8.832
H -5.401 -10.601 -9.234
H -6.323 -11.172 -7.287
H -5.772 -9.689 -6.448
H -4.414 -11.085 -4.787
H -5.114 -12.578 -5.418
H -6.145 -11.500 -4.699
H -2.985 -9.815 -5.850
H -4.045 -8.731 -6.710
H -1.560 -8.280 -7.286
H -2.218 -8.824 -8.726
H -0.471 -10.125 -5.865
H 0.496 -9.109 -6.959
H 0.772 -10.782 -7.000
C -15.831 -9.803 -2.282
F -17.141 -9.758 -2.688
F -15.452 -11.043 -2.562
F -15.187 -8.929 -3.037
S -15.660 -9.327 -0.448
O -15.903 -7.890 -0.380
O -16.688 -10.082 0.237
O -14.292 -9.662 -0.103
C -10.249 -16.196 -6.719
F -8.938 -16.197 -7.110
F -10.986 -16.527 -7.762
F -10.590 -17.076 -5.762
S -10.742 -14.369 -6.255
O -10.430 -13.479 -7.361
O -12.217 -14.403 -6.096
O -10.008 -14.055 -5.057
C -4.351 -6.012 -0.742
F -5.302 -5.037 -0.678
F -3.161 -5.629 -0.255
F -4.749 -7.112 -0.090
S -3.989 -6.484 -2.678
O -4.338 -5.240 -3.373
O -2.551 -6.790 -2.739
O -4.868 -7.585 -3.017
C -11.095 -2.753 6.627
F -11.051 -2.960 5.313
F -9.854 -2.261 6.930
F -12.023 -1.863 6.862
S -11.257 -4.421 7.583
O -11.312 -3.979 8.969
O -12.545 -5.040 7.149
O -10.071 -5.234 7.267
C -8.033 -1.117 0.166
F -8.710 -1.754 1.085
F -8.423 0.199 0.187
F -6.692 -1.033 0.425
S -8.329 -1.826 -1.639
O -7.061 -1.926 -2.373
O -9.077 -3.061 -1.468
O -9.150 -0.823 -2.300
C -5.335 -11.457 2.092
F -4.811 -10.671 2.980
F -4.953 -11.050 0.863
F -4.922 -12.735 2.210
S -7.273 -11.357 2.209
O -7.642 -9.918 2.167
O -7.783 -12.142 1.052
O -7.691 -11.867 3.490
C -9.143 -4.981 -8.903
F -8.752 -6.002 -9.640
F -8.928 -3.832 -9.494
F -10.469 -5.070 -8.710
S -8.148 -5.088 -7.210
O -8.691 -6.247 -6.487
O -6.711 -5.142 -7.449
O -8.313 -3.823 -6.470
```

HOMO energy = -3.5213 eV
charge = -1
E_LUMO = -0.03323 Eh
max |F| = 4.63 eV/Å
orbital gap = 2.62 eV

Results of the Mulliken charge analysis, in e, for atoms 1 through 6: -0.684 -0.386 -0.733 -0.732 0.045 0.321



No. 7
Here is a cluster of 2 separate species, C18H38BN2O5S in total in a non-equilibrium geometry from OMol25. Energies are from ωB97M-V with the def2-TZVPD basis set.

Geometry as XYZ:
```
65
Properties=species:S:1:pos:R:3
C -0.098 -4.490 1.044
C 0.301 -3.475 -0.127
C 0.892 -2.182 0.577
C 1.361 -1.095 -0.472
N 0.246 -0.378 -1.112
C -1.115 -0.373 -0.848
N -1.758 0.429 -1.705
C -3.194 0.792 -1.823
C -3.990 0.325 -0.515
C -5.438 0.936 -0.663
O -5.308 2.349 -0.394
C -6.621 2.786 0.033
C -0.885 1.052 -2.652
B -1.163 2.048 -3.857
O -2.323 2.859 -3.970
O -0.244 2.155 -4.939
C 0.397 0.500 -2.185
C 1.778 0.879 -2.836
C 2.201 2.281 -2.155
C 3.248 2.053 -0.982
C 4.469 3.041 -1.175
O 4.452 3.996 -0.092
C 5.839 4.372 0.110
H 0.771 -4.466 1.753
H -0.279 -5.526 0.666
H -0.978 -4.070 1.609
H 1.057 -4.002 -0.762
H -0.627 -3.270 -0.720
H 1.734 -2.532 1.224
H 0.070 -1.787 1.235
H 1.902 -1.675 -1.277
H 2.144 -0.404 -0.050
H -1.605 -0.939 -0.033
H -3.313 1.903 -1.862
H -3.598 0.291 -2.743
H -3.970 -0.794 -0.522
H -3.433 0.755 0.356
H -6.103 0.420 0.083
H -5.810 0.821 -1.719
H -6.802 2.334 1.053
H -6.680 3.899 0.122
H -7.360 2.395 -0.728
H -2.910 2.438 -4.626
H -0.227 1.320 -5.441
H 2.531 0.077 -2.627
H 1.644 1.069 -3.930
H 2.551 2.984 -2.946
H 1.275 2.704 -1.671
H 2.817 2.269 0.032
H 3.613 0.989 -0.943
H 5.416 2.431 -1.159
H 4.433 3.635 -2.129
H 6.332 3.607 0.775
H 5.920 5.362 0.630
H 6.411 4.409 -0.852
C 0.666 -2.495 6.180
S 1.526 -3.470 4.932
O 0.619 -3.581 3.749
C 1.440 -5.033 5.823
H 0.570 -1.474 5.813
H -0.326 -2.912 6.359
H 1.247 -2.494 7.104
H 0.400 -5.290 6.024
H 1.995 -4.949 6.758
H 1.892 -5.807 5.203
```

HOMO energy = -11.1496 eV
charge = +1
E_LUMO = -0.10560 Eh
max |F| = 5.20 eV/Å
orbital gap = 8.28 eV

Results of the Mulliken charge analysis, in e, for atoms 1 through 6: -0.973 -0.310 -0.942 -0.296 0.279 -0.072



No. 8
Here is a cluster of 2 separate species, C4H4F3NSi in total in a non-equilibrium geometry from OMol25. Energies are from ωB97M-V with the def2-TZVPD basis set.

Geometry as XYZ:
```
13
Properties=species:S:1:pos:R:3
C 1.532 0.945 -1.403
C 1.159 -0.342 -1.083
C 0.948 1.953 -0.657
C 0.244 -0.123 -0.143
N 0.043 1.225 0.116
F -2.697 -2.314 0.435
F -1.176 -2.996 2.460
F -2.466 -0.833 2.507
Si -1.687 -1.809 1.521
H 2.349 1.018 -2.221
H 1.481 -1.272 -1.489
H 0.910 3.056 -0.830
H -0.640 1.491 0.788
```

HOMO energy (alpha / beta) = -8.7477 / -8.6227 eV
ΔE to the lowest compared entry with this formula, charge and spin = 0.0 kcal/mol
E_LUMO (alpha / beta) = -0.05207 / -0.04454 Eh
max |F| = 5.43 eV/Å
orbital gap (alpha / beta) = 7.33 / 7.41 eV

Results of the Mulliken charge analysis, in e, for atoms 1 through 6: -0.167 -0.414 -0.592 -0.152 0.033 -0.197



No. 9
Here is a cluster of 12 separate species, C22H49BCl23NO2Si in total in a non-equilibrium geometry from OMol25. Energies are from ωB97M-V with the def2-TZVPD basis set.

Geometry as XYZ:
```
99
Properties=species:S:1:pos:R:3
C -2.195 1.914 1.219
C -2.685 0.917 0.164
C -3.888 0.097 0.681
C -1.577 -0.031 -0.288
C -0.328 0.678 -0.868
Si 1.194 0.657 0.238
Cl 2.343 -1.033 -0.221
O 0.703 0.606 1.819
C 1.430 -0.163 2.784
C 0.840 -1.542 3.005
C -0.686 -1.513 3.157
C 1.582 -2.254 4.154
C 1.046 -1.891 5.539
C 1.519 -3.772 3.913
B 2.338 2.244 -0.207
N 2.820 3.194 0.737
O 2.686 2.391 -1.553
H -2.719 2.862 1.072
H -1.139 2.144 1.129
H -2.419 1.599 2.235
H -3.031 1.485 -0.699
H -4.817 0.449 0.242
H -3.961 0.137 1.765
H -3.766 -0.952 0.415
H -1.282 -0.674 0.539
H -1.978 -0.693 -1.056
H -0.556 1.732 -1.044
H -0.046 0.222 -1.815
H 2.486 -0.234 2.520
H 1.395 0.388 3.729
H 1.072 -2.129 2.113
H -1.023 -2.134 3.984
H -1.065 -0.507 3.321
H -1.165 -1.919 2.271
H 2.623 -1.925 4.113
H 0.155 -2.479 5.759
H 0.766 -0.843 5.628
H 1.770 -2.147 6.309
H 1.414 -4.337 4.835
H 0.669 -3.986 3.269
H 2.409 -4.092 3.378
H 2.130 3.627 1.336
H 3.315 3.939 0.254
H 1.959 2.818 -2.010
Cl 1.034 -5.252 0.609
C 1.309 -4.520 -0.979
Cl -0.085 -4.715 -2.052
H 1.488 -3.460 -0.838
H 2.161 -5.004 -1.438
Cl 0.148 4.840 2.960
C -1.212 4.234 3.915
Cl -1.456 5.175 5.391
H -2.108 4.297 3.308
H -1.006 3.206 4.191
Cl -0.148 2.836 10.407
C -0.057 3.456 8.756
Cl 0.011 2.159 7.557
H -0.940 4.052 8.562
H 0.840 4.055 8.661
Cl 0.992 -8.843 -5.112
C 0.846 -7.470 -4.003
Cl 2.340 -7.191 -3.093
H 0.623 -6.588 -4.584
H 0.048 -7.675 -3.300
Cl 4.716 -4.645 -2.972
C 5.790 -5.757 -3.827
Cl 7.015 -6.456 -2.762
H 5.188 -6.561 -4.234
H 6.291 -5.209 -4.615
Cl 0.130 3.382 -4.593
C 1.688 4.207 -4.774
Cl 2.113 5.119 -3.323
H 2.451 3.457 -4.945
H 1.625 4.895 -5.609
Cl -1.660 -6.032 -5.262
C -1.503 -6.194 -7.016
Cl 0.031 -5.543 -7.605
H -1.548 -7.248 -7.264
H -2.316 -5.652 -7.483
Cl 2.503 9.358 2.334
C 1.244 8.171 1.985
Cl 1.753 6.995 0.763
H 1.017 7.633 2.898
H 0.371 8.693 1.613
Cl -4.444 -7.584 -3.828
C -5.210 -8.225 -5.282
Cl -5.373 -6.998 -6.548
H -4.595 -9.029 -5.666
H -6.198 -8.585 -5.023
Cl 0.366 7.186 -6.756
C -0.835 5.981 -7.239
Cl -0.234 4.916 -8.516
H -1.072 5.373 -6.374
H -1.715 6.495 -7.605
Cl -3.128 6.420 1.369
C -2.511 7.431 2.682
Cl -2.460 9.143 2.241
H -3.157 7.314 3.543
H -1.503 7.107 2.913
```

HOMO energy = -9.0646 eV
SMILES = CC(C)CC[Si@](Cl)(OC[C@H](C)C(C)C)B(N)O.ClCCl.ClCCl.ClCCl.ClCCl.ClCCl.ClCCl.ClCCl.ClCCl.ClCCl.ClCCl.ClCCl
E_LUMO = 0.01134 Eh
max |F| = 1.12 eV/Å
orbital gap = 9.37 eV

Results of the Mulliken charge analysis, in e, for atoms 1 through 6: -1.004 0.904 -1.614 -0.456 -0.891 -0.152